1.
Here is a cluster of 3 separate species, C4H15NO2 in total at a distorted geometry from OMol25. Energies are from ωB97M-V with the def2-TZVPD basis set.

Summary:
* energy above the lowest of the compared OMol25 structures with the same formula, charge and spin: 114.8 kJ/mol
* LUMO: 0.02195 Ha
* SMILES string: CCCNC.O.O
* DFT total energy: -9975.8966 eV
* net charge: 0
* largest force on an atom: 1.636 eV/Å
* E_HOMO: -8.84 eV

XYZ file:
```
22
Properties=species:S:1:pos:R:3:forces:R:3
C 1.235559 1.924870 0.278260 -0.49 0.75 0.09
C 0.165474 1.235191 1.116276 -0.87 -0.84 -0.21
C -0.707099 0.147106 0.478704 -0.25 -0.29 -0.89
N 0.132491 -0.835762 -0.194504 0.21 -0.76 0.21
C -0.542125 -2.006638 -0.774409 0.15 0.69 -0.01
H 1.819696 2.456571 1.031730 0.42 0.10 -0.43
H 1.881269 1.331575 -0.363630 0.10 -0.43 0.35
H 0.786789 2.665639 -0.385412 -0.04 0.01 0.06
H 0.649882 0.766278 1.974729 -0.11 0.19 0.18
H -0.559893 1.991054 1.426817 0.34 0.11 0.46
H -1.324344 -0.406389 1.192562 0.45 0.09 0.53
H -1.508289 0.551385 -0.167873 0.47 0.35 -0.28
H 0.719478 -0.415868 -0.899373 0.08 0.19 0.12
H -1.344331 -2.299260 -0.104868 -0.23 -0.07 -0.13
H -0.907908 -1.781893 -1.782963 -0.35 -0.21 0.08
H 0.141121 -2.850160 -0.833397 0.11 -0.03 -0.06
O 0.365893 -3.052836 1.894913 -0.50 -1.04 -1.12
H 0.493905 -2.954564 2.819745 0.32 0.53 0.98
H 0.608168 -2.264544 1.405845 0.22 0.65 0.11
O -0.829987 2.055379 -2.365789 -0.19 1.60 -0.26
H -0.618246 1.163258 -2.575520 0.26 -1.09 -0.37
H -0.657505 2.579610 -3.171843 -0.12 -0.52 0.58
```
Positions in Å, forces in eV/Å.


2.
Here is a cluster of 3 separate species, C4H15NO2 in total at a distorted geometry from OMol25. Energies are from ωB97M-V with the def2-TZVPD basis set.

Summary:
* energy above the lowest of the compared OMol25 structures with the same formula, charge and spin: 124.8 kJ/mol
* LUMO (spin up / spin down): -0.10926 / -0.28620 Ha
* DFT total energy: -9966.5453 eV
* multiplicity: 2
* net charge: +1
* largest force on an atom: 5.272 eV/Å
* E_HOMO (spin up / spin down): -15.03 / -15.02 eV

XYZ file:
```
22
Properties=species:S:1:pos:R:3:forces:R:3
C -0.385100 1.783949 1.343144 -1.40 -0.50 0.17
C 0.707672 0.768855 1.774636 -0.77 -2.76 1.74
N 0.919828 -0.322035 0.784595 -3.13 2.51 0.05
C -0.231838 -0.877910 0.140986 0.15 -2.95 -0.06
C 0.176372 -2.424660 -0.251918 1.33 2.74 -3.38
H -0.736123 1.573778 0.309076 0.19 0.16 0.74
H 0.045046 2.788186 1.303716 -0.02 -0.23 0.27
H -1.291749 1.776103 2.022422 1.18 0.00 -0.78
H 1.608568 1.264269 1.841025 2.10 0.98 0.12
H 0.652053 0.181208 2.807160 -0.66 1.47 -1.85
H 1.567038 -0.050735 0.097642 1.86 -0.23 -1.22
H -1.065572 -0.946811 0.838514 0.10 0.19 0.13
H -0.593920 -0.268443 -0.722657 1.20 -0.52 0.62
H 1.249166 -2.499934 -0.747014 -2.02 0.17 1.67
H -0.046774 -2.978614 0.586311 0.30 -1.45 1.85
H -0.456662 -2.790320 -1.063336 -0.26 0.32 0.14
H 1.326255 0.745152 -2.748165 -1.48 1.73 -4.52
H 2.512733 0.548112 -1.904605 2.33 0.33 -0.24
O 1.596928 0.448227 -1.957209 -0.68 -2.03 4.82
H -1.782987 0.182107 -1.708968 -0.11 -0.28 0.08
H -3.135474 0.499367 -0.974849 -0.24 -0.32 0.82
O -2.635467 0.600154 -1.770500 0.03 0.69 -1.17
```
Positions in Å, forces in eV/Å.


Number 2 is which compound? C4H15NO2


What is the DFT total energy in the second record? -9966.5453 eV


Look up the net charge of the second one. +1